ORCA calculation (the ωB97M-V functional and the def2-TZVPD basis) on a 6-piece molecular cluster, C38H84N4O6 overall.

```
132
Properties=species:S:1:pos:R:3:forces:R:3:mulliken_charge:R:1
H -1.92675 -3.40152 -1.45233 0.1 -0.3 0.1 0.510
C -5.04628 4.21351 0.35654 0.5 -1.7 1.2 -1.368
H 1.73013 4.40203 -0.11741 0.2 -0.1 -0.4 -0.030
H -0.07075 -2.64216 0.27185 0.4 0.3 0.0 -0.804
H -3.21662 -3.64663 -3.66996 0.1 0.4 -0.4 0.430
H -2.68942 -1.50312 2.54243 -0.2 -0.1 0.0 0.331
C 1.53048 -4.43999 -4.46800 -1.0 0.9 0.8 -1.446
H 2.63031 -5.57981 -2.08126 1.7 0.0 -0.1 0.609
H 2.60046 -4.32536 -4.48301 0.5 -0.5 -0.2 0.431
C 1.60481 -5.35835 -2.08452 -1.5 0.0 1.4 -1.715
H -5.64487 1.98257 1.83366 0.6 -0.4 0.1 0.471
H 5.18399 5.15623 1.14020 1.3 0.0 0.2 0.515
H 1.63521 2.10984 3.08467 0.4 0.0 -0.8 0.570
H 5.37974 1.45392 2.40118 -0.6 -0.2 0.2 0.446
O 3.79654 1.70174 -0.26676 0.7 -0.1 1.3 -0.425
O -2.39021 0.26036 -4.13846 -0.6 0.5 0.4 -0.611
H -5.56246 3.63682 -0.40385 -0.3 0.2 -0.4 0.396
H 1.10198 -4.87276 -5.39373 0.6 1.0 -0.1 0.423
H 1.41164 3.14898 1.67062 0.0 0.2 -0.1 -0.368
C 0.80564 -3.09695 4.20649 -0.6 0.5 0.1 1.737
H 1.24516 -7.66475 -3.36995 0.3 -0.7 0.5 0.457
H 2.47755 -1.92690 5.14542 -0.5 -0.4 -0.3 0.394
C 1.53563 -6.86637 -4.00922 -0.6 1.0 -2.2 -2.179
H 1.98644 -4.01646 1.04044 -0.2 0.1 0.2 0.196
H 4.52938 1.09355 -0.04495 -0.6 0.2 -0.5 0.353
C 1.97844 2.30090 2.03739 -0.2 -1.3 -0.5 -0.475
N -3.07980 2.83241 -0.06340 2.0 1.4 -1.7 -0.378
C 1.45522 -3.33931 1.73104 0.1 0.2 -2.4 0.001
H -0.70637 -4.75981 -1.17951 -0.9 0.6 -0.7 0.252
H 0.65883 -0.85887 -0.94143 -0.1 0.3 0.2 -0.319
H -3.65970 0.50987 -2.40153 0.7 0.6 0.2 0.066
C -3.39587 5.02426 -1.27403 1.6 -1.0 0.3 -1.259
C -0.64856 -2.17936 2.29161 -0.2 0.3 -0.3 1.709
H -2.81923 5.84384 -1.76324 -0.7 -0.4 0.3 0.362
C -1.32288 4.64145 0.21893 -0.2 -1.6 1.4 -1.264
H -2.42368 3.32952 2.38178 1.5 -0.3 0.1 0.387
H -1.67050 0.21728 -3.49480 -0.4 0.1 0.4 0.335
H -2.06767 2.93267 -2.71214 -0.4 0.0 0.5 0.205
H -2.46779 -3.27256 2.30580 0.0 0.5 0.0 0.579
H -0.72840 5.40816 -0.21850 0.6 0.4 -0.4 0.623
C -2.13353 -2.26678 2.00367 -0.3 -0.4 0.5 -2.364
H 1.98169 -2.38950 1.59459 0.3 0.0 0.6 0.089
H 2.57244 -6.78117 -4.30647 0.6 -0.4 0.7 0.433
H 1.06145 -4.96192 3.14460 0.3 0.9 -0.4 0.243
H -5.16287 6.08826 -0.62382 0.5 -0.3 0.1 0.394
C 4.95788 4.15703 -1.21684 2.0 -0.5 0.0 -1.620
H 2.30256 5.21380 2.05508 0.9 -0.3 0.1 0.134
C 1.57295 -1.80674 4.50939 0.9 0.7 0.8 -1.292
H 1.41392 -4.23141 6.00573 1.0 -0.2 0.2 0.465
C -4.05579 3.14699 0.96441 0.1 0.3 1.1 1.792
H -5.76958 4.44296 1.15158 0.1 0.1 -0.2 0.323
H -1.67250 2.32086 1.19249 0.3 0.3 0.7 -0.269
H -3.87668 3.21497 3.21649 -0.2 0.5 -0.8 0.456
H -4.01930 1.09355 1.66737 -0.5 0.2 0.0 0.241
H 1.27173 -2.30879 -4.86060 -0.2 -0.2 0.2 0.387
H 1.68541 1.41432 1.39178 0.5 1.0 0.8 -0.371
H 4.83907 3.78436 3.13752 0.2 0.0 0.0 0.390
N -0.43632 -5.51854 -3.62569 0.3 -0.8 0.2 -0.213
C -4.36749 5.42732 -0.20861 -0.4 1.7 0.6 -0.327
H -0.81922 2.64473 -1.51771 0.1 0.0 0.1 0.028
C 2.53916 4.14467 -0.81984 0.6 -0.5 1.0 -1.627
H -0.49867 -4.03133 1.17656 -0.1 -0.1 0.3 0.670
H 3.95391 6.10803 0.43255 0.0 0.1 -0.6 0.404
C 0.04187 -3.08582 1.25561 -0.2 -0.2 0.9 -0.659
H 5.18575 3.20058 -1.72424 -0.2 0.3 0.4 0.353
H 0.62856 0.94857 -0.92290 0.3 0.0 0.0 -0.130
C 3.50317 2.57703 1.99936 0.1 -1.9 -0.9 1.801
C 1.48263 -3.91981 3.08397 1.1 -1.1 3.0 -1.271
H -1.81416 5.00289 1.09737 -0.4 0.9 0.3 0.213
C 3.41291 5.11981 2.21853 -1.0 -1.6 -0.8 -0.371
C 0.91707 -3.03938 -4.11481 -0.2 -0.9 -1.1 -0.143
H -1.48877 0.58942 -0.86506 0.1 -0.1 -0.2 -0.231
H 2.35337 3.19473 -1.29953 -0.4 -0.3 0.0 0.425
H -1.02742 -2.23283 -3.92778 -0.6 0.2 -0.1 0.019
H 4.56403 4.80559 -2.00222 0.3 0.2 0.3 0.330
H -1.05517 -1.11686 4.46089 0.1 0.5 0.1 0.408
C -2.31960 4.00256 -0.72473 -0.8 -0.5 -0.9 2.012
H 1.42003 -4.38813 -1.60308 0.3 -0.2 -0.4 0.116
H 0.79933 0.01049 -2.43552 -0.2 0.3 -0.3 0.478
C -0.60257 -3.18625 -4.21116 0.0 0.0 0.0 -1.294
H 0.90134 -0.55799 2.15216 -0.3 0.0 -0.2 -0.332
H -4.35635 -0.14034 -3.77139 0.0 0.5 -0.3 0.340
H 2.64401 4.85626 -1.62830 -0.3 0.4 0.2 0.575
H -3.97600 4.45556 -1.98666 0.0 0.0 -0.7 0.344
C 3.93857 4.00004 -0.09072 -1.6 1.5 -0.9 1.845
H 1.08521 -7.03962 -5.01898 -0.2 0.0 0.8 0.424
H 3.96815 1.29808 3.56813 0.6 -0.6 0.2 0.419
H -5.05920 1.46824 0.25292 0.0 -0.5 0.0 0.378
H -0.90806 4.12552 -2.40943 0.4 0.8 0.0 0.565
H 1.18305 -6.11935 -1.38759 0.0 0.4 -0.6 0.381
H -3.14217 -5.17185 -2.98002 0.0 -0.5 1.0 0.521
C 1.06264 -5.50392 -3.49005 -0.7 -0.7 0.0 2.017
C 0.32375 0.05342 -1.46109 -1.0 -0.4 0.3 -0.003
N 4.11692 2.79189 0.64941 0.0 -0.7 -0.1 0.139
C -1.04411 -3.92056 -1.84174 1.4 1.1 1.3 -0.844
H -3.41924 4.73794 2.33316 -0.1 -0.1 0.3 0.353
C -3.62553 0.64003 -3.48314 0.0 -1.8 -0.8 -0.591
O -1.12578 0.05814 -1.59621 1.0 -0.1 0.1 0.430
H -0.16512 -4.68629 5.47752 0.0 0.5 -0.1 0.400
C -1.19384 -4.27838 -3.29192 1.2 -0.9 -0.5 2.275
H -3.87775 6.04965 0.58486 -0.3 -0.6 -0.5 0.243
C -4.73125 1.81051 1.23178 -0.9 0.5 -0.2 -1.898
H 2.54115 -3.96738 3.42169 -0.4 -0.4 -0.3 0.414
H 3.66612 5.98573 2.81459 0.4 0.0 0.3 0.471
H -1.53224 -7.09780 -3.23931 -0.1 0.0 -0.5 0.372
H 0.13557 -3.10641 6.29872 -0.2 -0.1 -0.1 0.388
O -1.23748 -2.04720 4.60735 -0.6 -0.1 -0.4 -0.534
O -2.05406 1.94585 0.40509 -1.1 -0.7 -0.6 0.532
C 0.52040 -3.83204 5.58431 -0.1 0.1 -1.5 -2.006
H -0.60810 -0.35504 1.18429 0.1 0.3 -0.4 -0.244
H -3.97408 1.61104 -3.83549 0.1 0.1 0.3 0.303
H 1.18199 -2.60521 -3.13658 0.3 -0.6 -0.2 0.098
H -0.62674 -0.07644 2.90537 0.1 0.1 0.0 0.627
C -2.61435 -4.54752 -3.67183 -1.1 0.2 0.7 -2.155
H -0.90378 -3.43536 -5.23966 0.1 0.2 0.2 0.585
H -2.31529 -2.18005 0.95147 -0.1 0.3 -0.7 0.274
N -0.49688 -2.75095 3.63131 -0.1 -0.8 0.5 0.232
C -0.18160 -0.69189 2.11678 -0.3 -0.9 0.6 -0.111
C 4.29309 1.30048 2.52405 -1.5 0.9 -0.1 -1.947
C -3.42001 3.64818 2.29489 -1.5 0.2 0.3 -1.661
C -1.50102 3.39675 -1.89450 -0.7 -0.3 -0.1 -1.689
H -2.73463 -5.11490 -4.56186 0.2 0.0 -1.3 0.478
C 3.78046 3.75445 2.88796 0.0 1.9 0.5 -1.425
H 0.94373 -1.07156 5.06715 0.4 -0.6 -0.5 0.264
H 3.92145 0.36832 2.02710 0.4 0.8 0.4 0.330
H -0.70606 3.82972 0.68945 0.2 0.8 -0.9 -0.183
H 3.24533 3.69197 3.84772 0.1 -0.4 -0.3 0.414
H -0.19418 -3.18065 -1.77528 -1.0 -0.5 0.1 -0.581
H 1.95178 -1.32865 3.60385 -0.2 0.0 0.1 0.097
C 4.15692 5.14139 0.87900 -0.8 1.1 0.8 -1.736
O -0.87651 -6.60128 -2.75190 0.3 0.8 0.3 -0.484
H 5.95871 4.55230 -0.82549 -1.3 -0.4 -0.6 0.329
```
Positions in Å, forces in eV/Å.

Results
Total energy ... -59007.2558 eV
Maximum force ... 3.36 eV/Å
SMILES ... CC1(C)CCCC(C)(C)N1O.CC1(C)CCCC(C)(C)N1O.CC1(C)CCCC(C)(C)N1O.CC1(C)CCCC(C)(C)N1O.CO.CO
Spin multiplicity ... 1
Relative energy (zero: lowest compared OMol25 entry of this formula, charge and spin) ... 136.6 kJ/mol
Total charge ... 0
Kohn-Sham gap ... 8.66 eV